# 1
{"formula": "C24H42B2F8N2O4Sn", "method": "wB97M-V/def2-TZVPD", "total_charge": 0, "e_tot_ha": -2413.40449, "homo_lumo_gap_ha": 0.2291, "species": ["Sn", "B", "F", "F", "F", "F", "B", "F", "F", "F", "F", "C", "C", "C", "O", "C", "H", "H", "H", "H", "H", "H", "H", "H", "C", "C", "C", "O", "C", "H", "H", "H", "H", "H", "H", "H", "H", "C", "C", "C", "O", "C", "H", "H", "H", "H", "H", "H", "H", "H", "C", "C", "C", "O", "C", "H", "H", "H", "H", "H", "H", "H", "H", "N", "C", "C", "C", "C", "H", "H", "H", "H", "H", "N", "C", "C", "C", "C", "H", "H", "H", "H", "H"], "coordinates": [[0.25, -0.07, 0.53], [-1.74, 0.27, -2.23], [-1.86, -0.93, -1.60], [-0.47, 0.36, -2.76], [-2.76, 0.37, -3.13], [-1.94, 1.25, -1.29], [2.47, -0.12, 2.90], [3.24, -0.06, 4.07], [1.46, -1.02, 3.07], [1.92, 1.09, 2.67], [3.28, -0.47, 1.87], [1.50, 5.09, 0.96], [0.71, 5.17, -0.34], [-0.23, 4.00, -0.29], [0.50, 2.99, 0.51], [1.29, 3.64, 1.48], [1.11, 5.78, 1.72], [2.56, 5.28, 0.81], [1.28, 5.01, -1.25], [0.16, 6.11, -0.44], [-0.52, 3.59, -1.26], [-1.13, 4.25, 0.26], [2.23, 3.12, 1.64], [0.73, 3.61, 2.42], [2.36, -3.85, -2.43], [3.62, -3.11, -2.07], [3.18, -2.27, -0.88], [1.79, -2.03, -1.09], [1.22, -3.10, -1.85], [2.37, -4.84, -1.99], [2.35, -3.86, -3.52], [3.97, -2.51, -2.91], [4.48, -3.76, -1.89], [3.68, -1.31, -0.74], [3.25, -2.78, 0.09], [0.51, -2.75, -2.61], [0.63, -3.74, -1.20], [-0.69, -4.93, 2.21], [-1.05, -5.04, 0.78], [-1.88, -3.82, 0.51], [-0.98, -2.87, 1.18], [-0.53, -3.56, 2.38], [0.20, -5.51, 2.46], [-1.45, -5.38, 2.85], [-1.67, -5.93, 0.62], [-0.16, -5.07, 0.15], [-2.82, -3.74, 1.05], [-1.89, -3.63, -0.57], [-1.08, -3.23, 3.27], [0.51, -3.36, 2.61], [3.61, 2.03, -3.08], [4.69, 2.11, -1.96], [3.77, 2.08, -0.78], [2.65, 1.21, -1.22], [2.57, 1.06, -2.66], [3.99, 1.73, -4.06], [3.13, 3.00, -3.14], [5.20, 3.07, -2.04], [5.45, 1.33, -1.96], [3.36, 3.06, -0.56], [4.44, 1.72, 0.01], [1.60, 1.34, -3.09], [2.84, 0.04, -2.96], [-5.18, 0.25, -1.31], [-5.77, 1.21, -0.52], [-7.11, 1.06, -0.44], [-7.45, -0.08, -1.23], [-6.23, -0.50, -1.80], [-4.19, 0.13, -1.46], [-5.22, 1.93, 0.06], [-7.82, 1.63, 0.14], [-8.42, -0.56, -1.34], [-5.91, -1.15, -2.60], [-0.95, 1.53, 3.75], [-1.33, 0.23, 3.88], [-2.32, -0.08, 2.93], [-2.53, 1.14, 2.18], [-1.74, 2.07, 2.78], [-0.40, 2.01, 4.44], [-0.84, -0.38, 4.62], [-2.81, -1.01, 2.71], [-3.28, 1.32, 1.42], [-1.77, 3.13, 2.56]], "mulliken_charge": [1.267, -0.585, -0.127, -0.149, -0.285, -0.088, -0.495, -0.326, -0.105, 0.164, -0.183, -0.780, -0.502, -0.725, 0.410, -0.523, 0.352, 0.267, 0.197, 0.356, 0.297, 0.322, 0.291, 0.342, -0.563, -0.680, -0.319, 0.323, 0.560, 0.347, 0.252, 0.295, 0.376, -0.069, 0.351, 0.319, -0.918, -0.707, -0.322, -0.556, -0.049, -0.112, 0.304, 0.303, 0.385, 0.066, 0.368, 0.156, 0.126, 0.182, -0.793, -0.658, -0.150, -0.099, 0.229, 0.439, 0.286, 0.361, 0.306, -0.019, 0.188, 0.043, -0.106, 0.088, -0.462, -0.582, -0.627, -0.440, 0.382, 0.408, 0.406, 0.380, 0.398, 0.206, -0.691, -0.283, 0.106, -0.871, 0.286, 0.395, 0.392, 0.263, 0.415]}

***

# 2
{"formula": "C24H42BFN5ReSi2", "method": "wB97M-V/def2-TZVPD", "total_charge": 1, "e_tot_ha": -1995.36176, "homo_lumo_gap_ha": [0.2741, 0.2771], "s2": 0.757, "spin_multiplicity": 2, "relative_energy_kcal_mol": 0.1, "species": ["Re", "B", "N", "C", "C", "C", "N", "N", "C", "C", "C", "N", "H", "H", "H", "H", "H", "H", "H", "H", "C", "Si", "C", "C", "N", "C", "C", "C", "C", "C", "C", "F", "H", "H", "H", "H", "H", "H", "H", "H", "H", "H", "H", "H", "H", "C", "Si", "C", "C", "C", "C", "C", "C", "C", "C", "H", "H", "H", "H", "H", "H", "H", "H", "H", "H", "H", "H", "H", "H", "H", "H", "H", "H", "H", "H", "H"], "coordinates": [[-0.60, 0.46, 0.34], [-3.80, 1.05, -0.65], [-3.44, -0.36, -0.08], [-4.25, -1.42, -0.05], [-3.49, -2.57, 0.16], [-2.19, -2.12, 0.23], [-2.16, -0.77, 0.10], [-3.08, 2.14, 0.20], [-3.56, 3.33, 0.51], [-2.52, 4.17, 0.91], [-1.39, 3.39, 0.81], [-1.73, 2.15, 0.37], [-4.98, 1.21, -0.54], [-3.40, 1.12, -1.78], [-5.31, -1.29, -0.20], [-3.84, -3.58, 0.23], [-1.27, -2.66, 0.39], [-4.62, 3.53, 0.40], [-2.59, 5.19, 1.24], [-0.37, 3.63, 1.04], [0.18, -0.27, 4.78], [-0.67, -1.03, 3.31], [-0.60, -2.89, 3.35], [-2.42, -0.40, 3.22], [0.21, -0.41, 1.84], [1.61, -0.14, 2.00], [2.53, -1.01, 2.57], [3.86, -0.63, 2.67], [4.30, 0.60, 2.20], [3.40, 1.48, 1.60], [2.10, 1.05, 1.53], [1.15, 1.83, 0.88], [-0.44, -0.41, 5.67], [0.32, 0.81, 4.65], [1.16, -0.70, 4.99], [-0.72, -3.25, 4.37], [0.35, -3.27, 2.97], [-1.40, -3.34, 2.76], [-2.86, -0.52, 4.22], [-3.05, -0.94, 2.52], [-2.48, 0.67, 2.99], [2.21, -1.97, 2.94], [4.58, -1.31, 3.12], [5.34, 0.88, 2.28], [3.69, 2.44, 1.20], [-1.03, -0.97, -2.86], [0.39, -0.16, -1.94], [0.83, 1.46, -2.87], [-0.48, 2.18, -3.22], [1.55, 1.11, -4.18], [1.71, 2.43, -2.08], [1.79, -1.47, -1.77], [3.13, -0.86, -1.37], [1.96, -2.17, -3.13], [1.40, -2.55, -0.76], [-0.79, -1.04, -3.93], [-1.96, -0.41, -2.77], [-1.21, -1.98, -2.49], [-1.12, 1.58, -3.87], [-0.25, 3.11, -3.74], [-1.07, 2.43, -2.33], [0.99, 0.39, -4.78], [2.55, 0.71, -4.01], [1.65, 2.02, -4.78], [1.17, 2.90, -1.26], [2.04, 3.24, -2.75], [2.61, 1.96, -1.68], [3.49, -0.13, -2.10], [3.89, -1.65, -1.30], [3.09, -0.37, -0.39], [2.27, -1.49, -3.92], [1.04, -2.67, -3.45], [2.73, -2.94, -3.04], [1.29, -2.14, 0.26], [2.17, -3.32, -0.73], [0.46, -3.04, -1.03]], "mulliken_charge": [0.297, 0.125, -0.124, -0.534, -1.192, -0.570, 1.256, 0.040, -0.397, -1.079, -0.618, 1.009, -0.137, -0.081, 0.486, 0.528, 0.401, 0.468, 0.449, 0.545, -1.180, 0.131, -1.127, -1.013, 0.594, 0.199, -0.110, -0.946, -0.623, -0.906, -0.152, 0.092, 0.441, 0.333, 0.354, 0.535, 0.328, 0.333, 0.535, 0.247, 0.250, 0.390, 0.461, 0.435, 0.538, -1.287, -0.790, 2.300, -1.715, -1.931, -1.485, 2.417, -1.534, -1.881, -1.903, 0.434, 0.232, 0.339, 0.317, 0.523, 0.223, 0.345, 0.361, 0.558, 0.135, 0.584, 0.233, 0.315, 0.526, 0.197, 0.345, 0.342, 0.565, 0.288, 0.654, 0.282]}

***

# 3
{"formula": "C24H42CrF6NO4PS2", "method": "wB97M-V/def2-TZVPD", "total_charge": 0, "e_tot_ha": -4076.76645, "homo_lumo_gap_ha": [0.3308, 0.3338], "s2": 6.070, "spin_multiplicity": 5, "species": ["Cr", "F", "C", "F", "F", "S", "O", "O", "N", "S", "O", "O", "C", "F", "F", "F", "C", "C", "C", "C", "H", "H", "H", "H", "H", "H", "H", "H", "H", "C", "C", "C", "C", "C", "C", "P", "C", "C", "C", "C", "C", "C", "C", "C", "C", "C", "C", "C", "H", "H", "H", "H", "H", "H", "H", "H", "H", "H", "H", "H", "H", "H", "H", "H", "H", "H", "H", "H", "H", "H", "H", "H", "H", "H", "H", "H", "H", "H", "H", "H", "H"], "coordinates": [[0.05, -0.33, 0.22], [-0.61, -2.81, 0.66], [0.49, -2.94, -0.11], [0.88, -4.20, -0.05], [1.45, -2.21, 0.50], [0.08, -2.39, -1.89], [-0.64, -1.17, -1.64], [-0.65, -3.49, -2.39], [1.49, -2.22, -2.52], [2.19, -0.80, -2.43], [1.83, -0.10, -1.22], [2.22, -0.07, -3.65], [3.92, -1.43, -2.04], [4.35, -2.35, -2.89], [3.84, -1.99, -0.83], [4.84, -0.47, -1.97], [-1.34, 3.85, -0.82], [-0.49, 2.83, -0.06], [0.99, 3.14, -0.28], [-0.83, 1.41, -0.49], [-1.06, 4.87, -0.55], [-2.40, 3.71, -0.61], [-1.20, 3.73, -1.89], [-0.71, 2.96, 1.00], [1.23, 3.13, -1.34], [1.60, 2.37, 0.19], [1.25, 4.11, 0.13], [-0.53, 1.32, -1.54], [-1.93, 1.32, -0.48], [-0.31, -3.51, 5.50], [-1.33, -3.47, 4.37], [-1.44, -2.06, 3.78], [-0.08, -1.33, 3.81], [1.03, -2.36, 3.68], [1.09, -3.22, 4.95], [-0.04, 0.06, 2.54], [1.43, 1.11, 3.04], [1.77, 1.32, 4.53], [3.04, 0.60, 4.95], [4.25, 1.10, 4.16], [3.88, 1.44, 2.71], [2.67, 0.62, 2.27], [-1.48, 1.14, 3.06], [-2.79, 0.66, 2.41], [-3.74, 1.86, 2.29], [-3.61, 2.77, 3.52], [-3.16, 1.97, 4.75], [-1.73, 1.44, 4.55], [-0.32, -4.48, 6.00], [-0.59, -2.76, 6.25], [-2.31, -3.78, 4.75], [-1.04, -4.19, 3.60], [-2.16, -1.49, 4.36], [-1.80, -2.12, 2.75], [0.04, -0.84, 4.78], [2.00, -1.89, 3.52], [0.83, -3.01, 2.82], [1.68, -2.70, 5.71], [1.60, -4.15, 4.72], [1.17, 2.09, 2.62], [0.94, 1.00, 5.17], [1.91, 2.39, 4.71], [2.92, -0.48, 4.81], [3.21, 0.76, 6.02], [5.03, 0.33, 4.18], [4.66, 1.99, 4.64], [4.73, 1.24, 2.05], [3.63, 2.50, 2.62], [2.86, -0.44, 2.45], [2.49, 0.73, 1.20], [-1.22, 2.08, 2.57], [-3.25, -0.11, 3.02], [-2.58, 0.24, 1.43], [-4.76, 1.50, 2.19], [-3.49, 2.43, 1.40], [-4.57, 3.26, 3.72], [-2.88, 3.56, 3.34], [-3.86, 1.15, 4.91], [-3.19, 2.61, 5.64], [-1.60, 0.56, 5.17], [-1.02, 2.20, 4.87]], "mulliken_charge": [-0.330, -0.229, 0.612, -0.245, -0.136, 0.984, -0.486, -0.649, -0.462, 0.984, -0.450, -0.633, 0.636, -0.211, -0.194, -0.214, -1.799, 2.119, -1.579, -1.827, 0.417, 0.386, 0.383, -0.363, 0.466, 0.132, 0.353, 0.782, 0.494, -0.719, -0.954, -0.827, 0.792, -0.425, -1.062, 0.678, 0.459, -1.167, -0.482, -0.846, -1.070, 0.130, 0.557, -0.679, -0.618, -0.694, -0.874, -0.758, 0.481, 0.326, 0.490, 0.321, 0.251, 0.206, 0.809, -0.278, 0.149, 0.228, 0.552, 0.742, 0.372, 0.510, -0.130, 0.546, 0.363, 0.348, 0.414, 0.351, 0.040, -0.238, -0.122, 0.468, -0.071, 0.503, -0.054, 0.497, 0.252, 0.326, 0.520, 0.089, 0.360]}